Entry 1:
{"formula": "C44H47AsIN2O3PS3Sr", "method": "ωB97M-V/def2-TZVPD", "gap_ha": 0.16411, "e_above_lowest_kcal_mol": 15.1, "total_charge": -2, "homo_energy_ev": -1.39, "symbols": ["Sr", "O", "C", "C", "C", "C", "C", "C", "N", "H", "H", "H", "H", "H", "H", "H", "S", "C", "S", "S", "C", "C", "C", "C", "C", "C", "P", "C", "C", "C", "C", "C", "C", "C", "C", "C", "C", "C", "C", "H", "H", "H", "H", "H", "H", "H", "H", "H", "H", "H", "H", "H", "H", "N", "C", "C", "C", "C", "C", "C", "H", "H", "H", "H", "H", "H", "H", "C", "C", "As", "C", "C", "C", "C", "H", "H", "H", "H", "H", "H", "H", "H", "H", "H", "H", "H", "H", "H", "H", "I", "C", "C", "C", "C", "C", "C", "C", "O", "O", "H", "H", "H", "H"], "coordinates": [[0.5772, -1.9550, -0.1142], [-0.6115, 2.1317, 1.3001], [0.2143, 2.6058, 2.3276], [0.4618, 1.6042, 3.4310], [0.9282, 2.0154, 4.6769], [1.2278, 1.0566, 5.6252], [1.0509, -0.2817, 5.3013], [0.5726, -0.5977, 4.0407], [0.2805, 0.3275, 3.1238], [-0.2206, 1.3003, 0.9817], [-0.2706, 3.4925, 2.7435], [1.1932, 2.9131, 1.9348], [1.0570, 3.0721, 4.8807], [1.5961, 1.3452, 6.6023], [1.2774, -1.0713, 6.0053], [0.4119, -1.6246, 3.7283], [-1.1110, -2.9334, -4.8286], [-0.5265, -2.6384, -3.2881], [1.1498, -2.2877, -3.0238], [-1.6399, -2.6196, -1.9357], [2.6152, 6.0612, -0.9851], [3.5782, 5.3912, -1.7302], [3.4334, 4.0383, -2.0092], [2.3220, 3.3226, -1.5506], [1.3583, 4.0131, -0.8159], [1.5050, 5.3679, -0.5284], [2.0285, 1.5053, -1.8118], [2.9553, 1.2568, -3.3770], [3.7512, 0.1264, -3.5603], [4.3244, -0.1441, -4.7954], [4.1118, 0.7044, -5.8715], [3.3058, 1.8234, -5.7093], [2.7269, 2.0907, -4.4760], [3.1235, 0.8293, -0.5107], [4.4743, 1.1991, -0.4481], [5.2625, 0.7787, 0.6091], [4.6866, -0.0026, 1.6089], [3.3496, -0.3668, 1.5229], [2.4957, 0.0148, 0.4609], [2.7290, 7.1180, -0.7710], [4.4477, 5.9255, -2.0967], [4.1895, 3.5309, -2.5957], [0.4806, 3.4837, -0.4672], [0.7365, 5.8776, 0.0432], [3.9035, -0.5584, -2.7359], [4.9202, -1.0406, -4.9183], [4.5525, 0.4845, -6.8365], [3.1094, 2.4810, -6.5486], [2.0842, 2.9569, -4.3675], [4.9130, 1.8160, -1.2275], [6.3093, 1.0583, 0.6583], [5.2906, -0.3332, 2.4502], [2.9532, -0.9917, 2.3249], [-2.5559, -0.7236, 1.3786], [-3.2804, -1.8820, 1.6212], [-3.3661, -2.4062, 2.9167], [-4.1275, -3.5330, 3.1741], [-4.8246, -4.1690, 2.1521], [-4.7402, -3.6534, 0.8646], [-3.9843, -2.5219, 0.5966], [-1.7705, -0.5554, 1.9938], [-2.3491, -0.5104, 0.4107], [-2.8038, -1.9280, 3.7121], [-4.1643, -3.9297, 4.1827], [-5.4035, -5.0620, 2.3543], [-5.2466, -4.1465, 0.0436], [-3.8908, -2.1636, -0.4229], [-0.7423, 0.7474, -4.3828], [-2.0918, 0.5845, -3.6896], [-2.1132, 1.2850, -1.8495], [-4.0912, 1.4338, -1.7232], [-4.6119, 1.7272, -0.3160], [-1.7173, 3.1677, -2.3366], [-2.1526, 4.1844, -1.2846], [-0.7705, 0.2989, -5.3778], [0.0417, 0.2281, -3.8308], [-0.4568, 1.7996, -4.4868], [-2.3585, -0.4709, -3.6290], [-2.8805, 1.1162, -4.2348], [-4.4626, 0.4653, -2.0693], [-4.4334, 2.1818, -2.4452], [-4.2894, 0.9595, 0.3884], [-5.7051, 1.7669, -0.2934], [-4.2360, 2.6812, 0.0608], [-2.1947, 3.3767, -3.2989], [-0.6375, 3.2121, -2.4895], [-3.2422, 4.2550, -1.2340], [-1.7652, 5.1835, -1.5042], [-1.7972, 3.8945, -0.2918], [-2.3302, -9.0185, 4.8670], [-1.4734, -7.3563, 3.9112], [-0.8348, -7.5248, 2.6923], [-0.2652, -6.4206, 2.0703], [-0.3559, -5.1610, 2.6481], [-1.0178, -5.0095, 3.8594], [-1.5673, -6.1068, 4.5066], [0.2399, -3.9591, 1.9399], [1.2047, -4.1382, 1.1633], [-0.3061, -2.8435, 2.1483], [-0.7821, -8.5022, 2.2315], [0.2536, -6.5238, 1.1255], [-1.1189, -4.0150, 4.2761], [-2.0768, -5.9876, 5.4537]]}



Entry 2:
{"formula": "C44H47N3O3S", "method": "ωB97M-V/def2-TZVPD", "smiles": "CS(=O)(=O)[C@@H](C#N)[C@@H](C#N)CCC(N)=O.c1ccccc1.c1ccccc1.c1ccccc1.c1ccccc1.c1ccccc1.c1ccccc1", "gap_ha": 0.34141, "total_charge": 0, "homo_energy_ev": -9.03, "symbols": ["C", "S", "O", "O", "C", "C", "N", "C", "C", "N", "C", "C", "C", "N", "O", "H", "H", "H", "H", "H", "H", "H", "H", "H", "H", "H", "C", "C", "C", "C", "C", "C", "H", "H", "H", "H", "H", "H", "C", "C", "C", "C", "C", "C", "H", "H", "H", "H", "H", "H", "C", "C", "C", "C", "C", "C", "H", "H", "H", "H", "H", "H", "C", "C", "C", "C", "C", "C", "H", "H", "H", "H", "H", "H", "C", "C", "C", "C", "C", "C", "H", "H", "H", "H", "H", "H", "C", "C", "C", "C", "C", "C", "H", "H", "H", "H", "H", "H"], "coordinates": [[-2.6026, 4.1668, 2.5807], [-2.1951, 2.7499, 1.5645], [-2.6715, 1.5564, 2.2087], [-2.6464, 3.0189, 0.2283], [-0.3652, 2.6740, 1.5867], [0.0724, 3.0760, 2.9333], [0.3774, 3.3210, 4.0124], [0.1364, 1.2069, 1.3941], [-0.5645, 0.5675, 0.2651], [-1.2132, 0.2148, -0.6141], [1.6541, 1.2590, 1.0629], [2.4838, 0.0757, 1.6268], [1.6460, -1.1452, 1.9532], [1.4446, -1.3935, 3.3612], [1.1829, -1.8429, 1.0935], [-1.8088, 4.8977, 2.4120], [-3.5447, 4.5859, 2.2424], [-2.6251, 3.8691, 3.6247], [0.0841, 3.3565, 0.8664], [-0.0709, 0.6900, 2.3284], [1.7884, 1.3206, -0.0150], [2.0542, 2.1826, 1.4831], [3.2152, -0.2158, 0.8725], [3.0314, 0.4142, 2.5027], [0.4540, -1.4436, 3.5674], [1.9095, -2.2510, 3.6340], [0.6464, -1.2878, -4.3921], [0.6864, -2.1528, -5.4775], [-0.0644, -3.3199, -5.4610], [-0.8599, -3.6181, -4.3628], [-0.9010, -2.7511, -3.2795], [-0.1457, -1.5868, -3.2913], [1.2336, -0.3779, -4.4043], [1.3030, -1.9175, -6.3362], [-0.0291, -3.9989, -6.3041], [-1.4485, -4.5269, -4.3519], [-1.5224, -2.9807, -2.4235], [-0.1786, -0.9163, -2.4441], [4.6919, -2.5411, 8.0832], [3.9921, -1.8050, 7.1375], [2.8944, -2.3639, 6.4965], [2.4927, -3.6563, 6.8069], [3.1916, -4.3918, 7.7541], [4.2928, -3.8357, 8.3899], [5.5489, -2.1066, 8.5817], [4.3016, -0.7953, 6.8993], [2.3504, -1.7884, 5.7594], [1.6347, -4.0922, 6.3099], [2.8778, -5.3995, 7.9949], [4.8404, -4.4108, 9.1256], [-1.1500, 7.7829, 1.6761], [-2.4219, 7.7874, 1.1185], [-3.3777, 8.6815, 1.5806], [-3.0600, 9.5735, 2.5959], [-1.7883, 9.5687, 3.1521], [-0.8333, 8.6713, 2.6945], [-0.4033, 7.0858, 1.3145], [-2.6654, 7.0959, 0.3218], [-4.3707, 8.6836, 1.1490], [-3.8044, 10.2730, 2.9538], [-1.5409, 10.2652, 3.9426], [0.1575, 8.6655, 3.1303], [-1.9758, 5.3071, -4.2390], [-1.9037, 6.4980, -4.9494], [-2.5117, 7.6427, -4.4519], [-3.1873, 7.5981, -3.2401], [-3.2569, 6.4074, -2.5304], [-2.6540, 5.2603, -3.0286], [-1.5046, 4.4141, -4.6292], [-1.3736, 6.5339, -5.8926], [-2.4593, 8.5695, -5.0087], [-3.6587, 8.4912, -2.8494], [-3.7843, 6.3693, -1.5854], [-2.7141, 4.3321, -2.4737], [3.7864, -7.2513, 5.3825], [3.0852, -6.5145, 4.4377], [1.9880, -7.0719, 3.7957], [1.5869, -8.3649, 4.1043], [2.2861, -9.1008, 5.0508], [3.3878, -8.5453, 5.6876], [4.6429, -6.8157, 5.8812], [3.3950, -5.5040, 4.2024], [1.4448, -6.4991, 3.0546], [0.7293, -8.7987, 3.6063], [1.9727, -10.1085, 5.2919], [3.9357, -9.1213, 6.4225], [-1.3937, -4.6638, -11.6338], [-2.2588, -5.6507, -11.1814], [-2.4505, -5.8351, -9.8191], [-1.7816, -5.0283, -8.9090], [-0.9181, -4.0405, -9.3614], [-0.7219, -3.8595, -10.7235], [-1.2430, -4.5214, -12.6962], [-2.7844, -6.2764, -11.8914], [-3.1222, -6.6073, -9.4664], [-1.9346, -5.1685, -7.8462], [-0.3990, -3.4096, -8.6510], [-0.0457, -3.0911, -11.0758]]}